ORCA calculation (ωB97M-V with the def2-TZVPD basis set) on a cluster of 2 separate species, C6H10 in total.

Structure (ORCA input):
```
! RIJCOSX wB97M-V def2-TZVPD def2/J DEFGRID3
* xyz 0 1
C -0.753 -1.059 1.103
C 0.518 -0.866 1.647
C 1.755 0.409 0.496
C 0.918 0.738 -0.526
C -0.241 0.569 -1.012
C -1.149 0.935 -2.132
H -1.605 -0.558 1.560
H -0.978 -2.004 0.613
H -0.702 -0.221 -0.136
H 1.234 -1.681 1.592
H 0.614 -0.237 2.528
H 1.983 1.166 1.245
H 2.585 -0.267 0.289
H -0.662 1.613 -2.838
H -1.466 0.039 -2.677
H -2.052 1.425 -1.753
*
```

Results
- SMILES: C=C=CC.C=C
- HOMO-LUMO gap: 9.53 eV
- ΔE to the lowest compared entry with this formula, charge and spin: 90.7 kcal per mole
- Max |F|: 0.3 eV/A

Computed Löwdin charges, given in elementary charges:
1 C -0.15
2 C -0.14
3 C -0.09
4 C -0.11
5 C -0.17
6 C -0.09
7 H 0.07
8 H 0.07
9 H 0.07
10 H 0.07
11 H 0.07
12 H 0.08
13 H 0.08
14 H 0.08
15 H 0.07
16 H 0.07